#one
ORCA calculation (wB97M-V/def2-TZVPD) on the molecule C2H6NP.

Each line ends with the Mulliken charge.
Atoms and positions in Å:
C  -0.46614  -0.28039  -0.34725  0.607
C  -0.33377  1.10344  0.11065  -1.279
N  -1.53227  -0.86354  -0.62210  -0.643
P  1.34818  -0.92733  -0.59659  -0.085
H  0.02980  1.11897  1.21945  0.291
H  -1.26842  1.46504  -0.11624  0.399
H  0.40027  1.70681  -0.57340  0.339
H  -1.37148  -1.84702  -0.81766  0.257
H  1.04635  -1.41579  0.75231  0.068
H  1.96412  0.34487  -0.06283  0.047

Its gap between HOMO and LUMO is 10.015 eV. For the LUMO energy, the calculation gives 0.803 eV.


#two
ORCA calculation (wB97M-V/def2-TZVPD) on the molecule C2H6NP.

Each line ends with the Mulliken charge.
Atoms and positions in Å:
C  -0.86622  -0.92606  -0.83921  -0.302
C  1.34087  -0.34987  0.62664  -0.662
N  0.10737  -0.21789  -0.13925  -0.031
P  -0.15074  1.56766  -0.09042  -0.086
H  -1.80119  -0.32701  -0.94722  0.130
H  -0.73429  -1.93818  -1.14772  0.280
H  1.90732  0.56850  0.96971  0.232
H  1.98786  -1.07763  0.27296  0.313
H  -0.27807  1.22361  1.40805  0.118
H  -1.51291  1.47686  -0.11355  0.008

Its gap between HOMO and LUMO (spin up / spin down) is 7.902 / 7.671 eV. For the LUMO energy (spin up / spin down), the calculation gives 0.513 / 0.421 eV.


Which of them is most stable, and which least? Most stable: #one; least stable: #two.


#one
ORCA calculation (wB97M-V/def2-TZVPD) on a structure of composition C2H6NP.

Each line ends with the Mulliken charge.
Atoms and positions in Å:
C  -0.81396  -0.20339  0.21455  -0.069
C  0.48200  -0.81600  -0.34137  -0.668
N  -0.96989  0.20114  1.35569  -0.560
P  1.52527  0.64982  -0.78622  -0.075
H  -1.44386  0.14162  -0.63894  0.377
H  1.02442  -1.43622  0.72194  0.262
H  0.49448  -1.61373  -1.14157  0.363
H  -1.98912  0.40022  1.54855  0.260
H  1.33790  1.22245  0.48794  0.070
H  0.35277  1.45409  -1.42058  0.041

Its gap between HOMO and LUMO is 10.267 eV. For the LUMO energy, the calculation gives 1.072 eV.


#two
ORCA calculation (wB97M-V/def2-TZVPD) on a cluster of 2 separate species, C2H6NP in total.

Each line ends with the Mulliken charge.
Atoms and positions in Å:
C  -0.43028  0.35371  -0.10273  0.008
C  1.58062  -0.43320  0.79315  -0.625
N  0.77180  0.47805  0.14000  -0.266
P  -1.65540  1.43308  -1.09562  -0.095
H  -1.13826  -1.02011  0.44271  0.107
H  2.33859  -0.02891  1.51211  0.228
H  2.10873  -0.97611  -0.10568  0.218
H  0.99879  -1.12573  1.48536  0.297
H  -2.83771  0.81906  -0.81472  0.062
H  -1.73690  0.50017  -2.25458  0.067

Its gap between HOMO and LUMO is 9.818 eV. For the LUMO energy, the calculation gives 1.005 eV.


Which of them is most stable, and which least? Most stable: #one; least stable: #two.


#one
ORCA calculation (wB97M-V/def2-TZVPD) on the molecule C8H16N2.

Each line ends with the Mulliken charge.
Atoms and positions in Å:
C  -0.71768  2.41571  1.78578  -0.772
C  0.52102  1.95642  1.72597  -0.494
C  0.85225  0.92125  0.78729  0.778
C  -1.76490  -1.86437  -1.46178  -1.244
C  2.07401  -0.46505  2.38855  -0.938
C  -0.22486  0.67238  -0.30691  -0.764
C  -1.01267  -0.84868  -2.23560  -0.375
C  0.18289  -0.24523  -1.49532  -0.981
N  2.50130  0.70838  0.19519  -0.864
N  1.77035  -0.20880  1.00209  0.134
H  -0.86561  3.08883  2.62957  0.264
H  -1.57741  2.38882  1.03893  0.227
H  1.19740  2.19910  2.56355  0.328
H  -1.26930  -2.89883  -1.39041  0.283
H  -2.73126  -1.94807  -1.88473  0.363
H  -1.86768  -1.71260  -0.39759  0.343
H  2.65546  -1.43894  2.55920  0.278
H  2.71070  0.27536  2.83911  0.368
H  1.13638  -0.38168  3.05867  0.315
H  -0.99378  0.13341  0.19561  0.470
H  -0.54171  1.62823  -0.56025  0.569
H  -1.74127  -0.03009  -2.37838  0.249
H  -0.58314  -1.13681  -3.29119  0.302
H  0.78217  -1.08830  -1.12745  0.471
H  0.67748  0.17845  -2.37163  0.256
H  2.20844  0.39225  -0.72506  0.433

Its gap between HOMO and LUMO is 9.253 eV. For the LUMO energy, the calculation gives 0.951 eV.


#two
ORCA calculation (wB97M-V/def2-TZVPD) on the molecule C8H16N2.

Each line ends with the Mulliken charge.
Atoms and positions in Å:
C  -3.18802  0.56927  0.35499  -0.758
C  -2.34604  -0.65159  -0.25581  -0.713
C  -0.99430  -0.57197  0.34761  -0.028
C  -0.03254  -1.73013  -0.13580  -0.389
C  2.30571  -1.19179  -0.32970  -0.580
C  2.15062  0.22213  -0.15273  0.482
C  3.24722  1.06708  -0.13090  -0.338
C  4.13701  2.01153  0.24206  -0.794
H  -3.77995  2.24745  -1.07980  0.279
H  -2.12137  2.35444  -0.18852  0.264
H  -4.18375  0.30053  0.27846  0.530
H  -3.16376  0.46528  1.50432  0.254
H  -2.37878  -0.91494  -1.34198  0.386
H  -2.88590  -1.61607  0.07314  0.323
H  -0.69628  0.35499  -0.20820  -0.227
H  -1.06096  -0.71014  1.40029  0.381
H  0.40057  -1.17394  -1.18803  0.230
H  -0.35637  -2.90336  -0.34496  0.245
H  1.22943  -0.79346  1.34795  0.383
H  3.23210  -1.54847  0.25927  0.252
H  2.36956  -1.64093  -1.21141  0.514
H  1.16544  0.77039  -0.54794  0.022
H  4.79182  2.49085  -0.61402  0.216
H  4.09991  2.36301  1.36068  0.235
N  -3.28845  2.02300  -0.06572  -0.618
N  1.34707  -1.79320  0.62674  -0.554

Its gap between HOMO and LUMO is 9.491 eV. For the LUMO energy, the calculation gives 0.762 eV.


Which of them is most stable, and which least? Most stable: #one; least stable: #two.


#one
ORCA calculation (wB97M-V/def2-TZVPD) on a cluster of 2 separate species, C8H16N2 in total.

Each line ends with the Mulliken charge.
Atoms and positions in Å:
C  2.86314  1.78121  -1.61874  -1.065
C  1.75379  0.61522  1.55668  -0.377
C  2.77162  1.36443  -0.18421  0.372
C  3.58149  1.61719  0.87706  -0.482
N  1.62226  0.72696  0.26083  -0.292
N  2.95575  1.06175  1.97931  -0.099
H  0.97694  0.13205  2.12394  0.444
H  3.26965  1.26307  2.91239  0.230
H  4.54863  2.08600  0.96414  0.390
H  2.28997  2.69545  -1.77497  0.224
H  2.39696  1.00965  -2.22178  0.299
H  3.90975  1.92914  -1.88444  0.342
C  -2.29548  -1.53383  -0.44857  0.851
C  -2.46553  -1.85014  1.03035  -1.410
C  -3.54937  -0.92618  -1.04454  -1.434
C  -1.09923  -0.56457  -0.56793  -1.388
H  -1.93642  -2.42451  -0.97413  0.224
H  -3.36672  -2.43455  1.23173  0.396
H  -2.61341  -0.93146  1.60574  0.314
H  -3.83431  -0.05780  -0.44005  0.317
H  -3.42509  -0.65209  -2.08435  0.376
H  -4.39415  -1.60921  -0.90423  0.385
H  -0.17277  -0.99152  -0.18997  0.357
H  -0.78081  -0.25175  -1.56919  0.360
H  -1.40516  0.33679  -0.04356  0.316
H  -1.60149  -2.39129  1.40848  0.352

Its gap between HOMO and LUMO is 9.562 eV. For the LUMO energy, the calculation gives 0.874 eV.


#two
ORCA calculation (wB97M-V/def2-TZVPD) on the molecule C8H16N2.

Each line ends with the Mulliken charge.
Atoms and positions in Å:
C  0.26700  1.32871  0.64554  -0.389
C  0.17784  2.29187  -0.50000  -1.708
C  -2.02686  -0.00297  -1.28398  -1.583
C  1.57552  -0.30087  -1.12495  -1.470
C  -0.47885  0.05583  0.79758  1.007
C  -1.33366  -0.61406  -0.11584  0.110
C  1.21403  -0.22824  0.34034  1.194
N  -0.75524  -0.23389  2.18527  -0.658
N  -1.41076  -1.99697  0.00849  -0.533
C  2.00256  -0.87685  1.22606  -1.309
H  0.48496  1.78546  1.60706  0.425
H  -1.04626  -1.19385  2.31419  0.318
H  0.04522  -0.07185  2.78456  0.310
H  -1.78823  -2.48419  -0.79292  0.231
H  -0.57703  -2.43275  0.39924  0.236
H  0.04161  1.80991  -1.46381  0.425
H  1.08824  2.89837  -0.55824  0.359
H  -0.66495  2.97860  -0.36636  0.371
H  -2.13574  1.06935  -1.15286  0.342
H  -1.49576  -0.16715  -2.23257  0.319
H  -3.01506  -0.46138  -1.39616  0.484
H  2.09566  0.59713  -1.46015  0.276
H  0.70289  -0.43471  -1.76038  0.219
H  2.24724  -1.14089  -1.29536  0.472
H  2.90358  -1.37641  0.89981  0.332
H  1.88203  -0.79822  2.29543  0.220

Its gap between HOMO and LUMO (spin up / spin down) is 7.000 / 6.702 eV. For the LUMO energy (spin up / spin down), the calculation gives 0.882 / 0.874 eV.


Which of them is most stable, and which least? Most stable: #one; least stable: #two.